[1]
{
  "formula": "C52H44BrN6O2S3Zn",
  "method": "the ωB97M-V functional and the def2-TZVPD basis",
  "symbols": ["Br", "Zn", "S", "S", "S", "O", "O", "N", "N", "N", "N", "N", "N", "C", "C", "C", "C", "C", "C", "C", "C", "C", "C", "C", "C", "C", "C", "C", "C", "C", "C", "C", "C", "C", "C", "C", "C", "C", "C", "C", "C", "C", "C", "C", "C", "C", "C", "C", "C", "C", "C", "C", "C", "C", "C", "C", "C", "C", "C", "C", "C", "C", "C", "C", "C", "H", "H", "H", "H", "H", "H", "H", "H", "H", "H", "H", "H", "H", "H", "H", "H", "H", "H", "H", "H", "H", "H", "H", "H", "H", "H", "H", "H", "H", "H", "H", "H", "H", "H", "H", "H", "H", "H", "H", "H", "H", "H", "H", "H"],
  "xyz": [[3.161, -3.191, -0.068], [0.254, -2.124, -0.060], [1.346, 0.938, 0.505], [-1.055, -0.292, -2.234], [-0.295, 2.276, -1.482], [-1.461, -2.937, 0.111], [-0.839, -5.816, -0.084], [0.620, -3.351, 1.664], [1.056, -0.444, 0.858], [-0.528, -3.867, 2.068], [0.134, 1.929, -0.045], [-0.534, 1.234, -2.604], [-0.020, -1.232, -1.829], [3.906, 0.385, -2.536], [-4.659, -5.988, 1.527], [1.863, 1.912, 1.909], [-2.097, -5.887, 0.437], [3.654, -1.217, 6.621], [1.936, 5.524, -2.144], [-3.711, 0.347, -1.772], [-1.781, 3.212, -1.213], [-4.149, 4.570, -0.934], [-2.255, -2.055, -3.803], [1.460, 3.090, -3.429], [-2.367, -0.104, 0.186], [-3.533, 4.022, 0.180], [2.737, 3.198, 4.185], [2.934, 1.388, 2.621], [3.909, -2.288, 2.498], [-3.474, 0.131, 0.990], [-2.333, 3.336, 0.048], [1.689, -3.389, 2.361], [2.361, 3.999, -3.965], [-4.809, 0.583, -0.960], [4.474, 2.510, -1.549], [-1.772, -3.517, 1.286], [2.887, 0.218, -1.608], [1.223, 3.070, 2.318], [3.372, 2.036, 3.762], [-1.816, -0.735, -3.776], [-3.013, -1.688, -6.055], [-3.577, 4.435, -2.195], [-2.496, -0.004, -1.191], [-4.693, 0.465, 0.418], [4.861, -1.635, 6.076], [1.039, 4.626, -1.594], [-2.864, -2.526, -4.953], [-1.959, 0.112, -4.859], [0.813, 3.424, -2.252], [-2.880, -7.025, 0.290], [1.666, 3.711, 3.468], [-4.156, -7.075, 0.832], [4.700, 1.522, -2.501], [2.527, -1.132, 5.816], [-3.869, -4.855, 1.670], [-2.386, 3.747, -2.343], [-2.592, -4.783, 1.136], [2.679, 1.206, -0.658], [4.937, -1.979, 4.736], [3.457, 2.358, -0.621], [2.601, -1.472, 4.474], [3.805, -1.921, 3.921], [2.933, -2.879, 1.813], [-2.559, -0.378, -6.012], [2.595, 5.209, -3.329], [-5.083, 5.106, -0.824], [-5.558, 0.633, 1.047], [3.078, 3.702, 5.080], [2.880, 3.755, -4.882], [-3.380, 0.047, 2.065], [-3.483, -2.064, -6.954], [-3.986, 4.119, 1.158], [4.842, -2.063, 1.992], [1.171, 4.613, 3.801], [4.196, 1.623, 4.331], [-2.117, -2.692, -2.936], [1.735, -1.353, 3.833], [2.246, -0.654, -1.629], [-4.253, -3.994, 2.207], [-5.758, 0.847, -1.409], [-2.483, -7.876, -0.255], [-5.653, -6.019, 1.953], [3.295, 5.915, -3.756], [3.405, 0.469, 2.294], [3.595, -0.950, 7.669], [3.274, 3.123, 0.124], [-0.621, -6.662, -0.493], [5.879, -2.311, 4.315], [0.519, 4.859, -0.672], [1.262, 2.141, -3.906], [4.081, -0.381, -3.280], [5.505, 1.640, -3.215], [5.094, 3.397, -1.526], [5.744, -1.696, 6.698], [-1.600, 1.131, -4.804], [-3.219, -3.547, -4.995], [-0.628, -4.060, 3.058], [-3.810, 0.425, -2.846], [-2.672, 0.263, -6.876], [-1.935, 3.624, -3.320], [-1.418, -0.335, 0.643], [-2.350, -2.838, 1.946], [1.589, -0.783, 6.229], [1.706, -3.805, 3.367], [-4.061, 4.864, -3.062], [-4.751, -7.970, 0.709], [-1.847, 2.882, 0.900], [2.119, 6.471, -1.654], [0.396, 3.467, 1.748]],
  "atomic_forces_ev_per_a": [[-0.02, 0.12, 0.15], [0.08, 0.47, -0.01], [0.12, -0.15, 0.09], [0.19, -0.30, -0.13], [-0.07, -0.05, -0.07], [-0.16, -0.06, 0.13], [0.05, -0.09, -0.04], [-0.23, -0.20, -0.09], [-0.06, 0.08, -0.04], [0.07, 0.11, 0.04], [-0.02, -0.10, -0.08], [0.09, 0.17, 0.22], [-0.22, -0.03, 0.12], [0.01, 0.04, 0.02], [-0.01, -0.03, -0.01], [-0.07, 0.01, -0.02], [-0.05, -0.05, 0.00], [0.01, 0.00, 0.00], [-0.01, 0.00, -0.01], [-0.01, 0.01, 0.00], [0.03, -0.02, -0.02], [0.02, 0.00, -0.01], [0.00, 0.03, -0.05], [0.00, 0.04, -0.02], [0.00, 0.02, 0.08], [-0.03, 0.01, -0.02], [0.01, -0.01, 0.01], [0.01, -0.13, -0.01], [0.07, -0.02, -0.01], [0.00, 0.00, -0.08], [0.00, -0.02, 0.04], [-0.11, -0.11, 0.07], [0.01, 0.01, 0.01], [0.02, 0.00, 0.01], [0.01, -0.01, -0.02], [0.00, -0.04, 0.02], [-0.01, 0.00, -0.02], [0.04, 0.06, -0.02], [-0.02, 0.03, 0.04], [0.03, -0.11, 0.09], [-0.01, -0.05, 0.01], [-0.01, 0.02, 0.02], [-0.01, 0.04, -0.04], [-0.02, 0.00, 0.02], [0.00, -0.01, -0.02], [0.00, 0.03, 0.03], [0.00, 0.03, -0.04], [0.01, 0.07, -0.04], [-0.02, -0.08, -0.04], [0.05, 0.01, -0.02], [0.02, -0.01, -0.01], [-0.01, 0.02, 0.02], [0.00, -0.01, 0.02], [-0.01, 0.03, -0.01], [0.00, 0.02, -0.01], [0.01, 0.02, -0.03], [0.06, 0.02, -0.02], [-0.04, 0.01, -0.06], [0.00, 0.01, 0.01], [-0.03, 0.01, 0.02], [0.06, 0.02, -0.01], [-0.05, 0.04, 0.02], [0.18, 0.05, -0.24], [0.01, 0.01, 0.02], [0.00, -0.01, 0.00], [0.00, 0.00, 0.00], [0.01, 0.00, 0.00], [-0.01, 0.00, 0.00], [0.00, 0.01, 0.00], [0.01, 0.00, 0.00], [0.00, 0.00, 0.00], [0.00, 0.01, -0.01], [0.01, -0.02, 0.03], [0.00, 0.00, 0.00], [0.00, 0.00, -0.02], [0.01, 0.02, -0.02], [0.01, 0.02, 0.02], [0.03, 0.03, 0.01], [0.01, 0.00, 0.00], [0.00, -0.01, 0.01], [-0.01, 0.00, 0.01], [0.00, 0.00, 0.00], [0.00, 0.00, 0.00], [-0.02, 0.01, -0.01], [0.00, 0.00, -0.01], [0.03, -0.01, 0.01], [-0.04, 0.09, 0.05], [-0.01, 0.01, 0.00], [0.00, -0.01, -0.01], [0.00, -0.02, 0.02], [0.00, 0.00, 0.01], [-0.01, 0.00, 0.00], [0.00, -0.01, 0.01], [-0.01, 0.00, -0.01], [-0.01, -0.01, 0.00], [0.00, 0.00, 0.00], [0.00, -0.05, -0.03], [0.00, 0.00, 0.02], [0.00, 0.01, 0.01], [0.00, 0.00, 0.02], [0.05, -0.05, -0.02], [0.01, 0.01, 0.00], [0.01, 0.00, 0.00], [-0.01, 0.00, -0.02], [0.00, 0.00, 0.00], [0.00, 0.00, 0.00], [0.00, 0.01, -0.01], [0.00, 0.00, 0.00], [-0.03, -0.01, 0.00]],
  "largest_force_ev_per_a": 0.5,
  "homo_ev": -9.674,
  "total_charge": 1
}



[2]
{
  "formula": "C52H44ClIMgN3O2PS2",
  "method": "the ωB97M-V functional and the def2-TZVPD basis",
  "symbols": ["I", "Cl", "S", "S", "P", "Mg", "O", "O", "N", "N", "N", "C", "C", "C", "C", "C", "C", "C", "C", "C", "C", "C", "C", "C", "C", "C", "C", "C", "C", "C", "C", "C", "C", "C", "C", "C", "C", "C", "C", "C", "C", "C", "C", "C", "C", "C", "C", "C", "C", "C", "C", "C", "C", "C", "C", "C", "C", "C", "C", "C", "C", "C", "C", "H", "H", "H", "H", "H", "H", "H", "H", "H", "H", "H", "H", "H", "H", "H", "H", "H", "H", "H", "H", "H", "H", "H", "H", "H", "H", "H", "H", "H", "H", "H", "H", "H", "H", "H", "H", "H", "H", "H", "H", "H", "H", "H", "H"],
  "xyz": [[2.441, 0.609, -0.281], [-5.475, -0.006, 0.139], [-4.607, -3.476, 0.410], [-1.155, -0.445, 4.835], [0.442, 3.538, 0.170], [-1.130, -0.504, -0.010], [0.455, -1.817, 0.024], [-0.320, -0.920, -1.821], [-2.484, -2.092, 0.429], [-1.090, -0.623, 2.300], [1.330, -4.351, -0.268], [-0.348, 4.490, 1.527], [0.396, 4.736, 2.686], [-0.957, 5.367, -1.569], [1.528, -2.359, -3.365], [-0.424, -0.122, 3.293], [0.943, -6.752, -0.504], [2.447, -4.782, -2.388], [-2.344, 5.112, 2.741], [-2.591, 0.986, -0.405], [-0.218, 5.178, 3.847], [1.002, -6.980, 2.274], [1.216, -5.736, 1.682], [2.771, -4.374, -3.666], [3.413, 3.681, 0.104], [0.804, -8.102, 1.473], [1.471, -4.495, 2.499], [-0.764, 5.205, -3.963], [1.185, -5.624, 0.280], [2.127, 4.327, 0.163], [-3.819, 0.776, -3.966], [-1.592, 5.371, 3.877], [1.644, -3.985, -1.560], [5.880, 4.060, 0.159], [0.774, -7.988, 0.094], [0.978, -7.136, 3.774], [-5.148, 0.395, -3.811], [-2.195, -1.337, 2.711], [3.739, 2.276, 0.003], [-5.634, 0.145, -2.539], [0.399, -1.780, -1.249], [-3.230, -2.788, -0.378], [-1.304, 5.808, -2.839], [-0.071, 4.306, -1.420], [1.199, -2.737, -2.065], [2.050, 5.703, 0.182], [-2.930, -3.000, -1.820], [-3.462, 0.717, -1.549], [4.406, 5.961, 0.157], [0.867, 0.607, 3.202], [4.560, 4.560, 0.144], [6.122, 2.727, 0.121], [-4.124, -2.758, 1.887], [0.132, 4.155, -3.822], [-3.003, 0.931, -2.864], [-2.386, -1.345, 4.058], [-4.797, 0.295, -1.444], [2.305, -3.165, -4.171], [-1.731, 4.667, 1.578], [3.173, 6.530, 0.163], [5.041, 1.845, 0.029], [-2.971, -2.058, 1.712], [0.475, 3.708, -2.557], [1.958, -6.927, 4.208], [-4.713, -2.873, 2.782], [-2.075, 5.710, 4.784], [-2.071, -3.667, -1.924], [-6.665, -0.145, -2.391], [0.861, -6.650, -1.577], [-1.376, 5.860, -0.701], [1.108, 1.088, 4.148], [-1.039, 5.555, -4.950], [0.558, 3.679, -4.697], [-2.019, 1.884, -0.616], [7.129, 2.333, 0.136], [1.174, 2.886, -2.447], [0.812, 1.354, 2.415], [0.996, -3.571, 0.284], [2.565, -2.855, -5.174], [2.282, -3.912, 2.059], [3.056, 7.606, 0.157], [-5.803, 0.306, -4.668], [-1.968, 1.222, -2.993], [5.240, 0.784, -0.037], [6.698, 4.769, 0.193], [1.664, -0.093, 2.942], [-3.158, -1.833, 4.628], [5.298, 6.575, 0.161], [-3.425, 0.955, -4.959], [1.162, -1.403, -3.718], [-2.661, -2.046, -2.277], [0.700, -8.153, 4.044], [-2.341, 4.433, 0.715], [0.257, -6.453, 4.225], [0.585, -3.851, 2.526], [1.075, 6.172, 0.219], [-3.167, 1.127, 0.511], [0.600, -8.862, -0.520], [-3.418, 5.242, 2.767], [3.407, -5.003, -4.276], [1.466, 4.570, 2.675], [0.377, 5.367, 4.732], [0.658, -9.069, 1.938], [-2.003, 6.628, -2.947], [2.848, -5.707, -1.998], [1.743, -4.736, 3.523], [-3.784, -3.431, -2.337]],
  "atomic_forces_ev_per_a": [[0.04, 0.59, 0.12], [-0.11, 0.01, 0.12], [0.40, 0.22, -0.06], [0.11, -0.05, -0.49], [0.29, -0.10, -0.16], [-0.14, 0.24, 0.49], [0.16, 0.00, -0.04], [0.04, -0.09, -0.16], [-0.10, 0.05, -0.16], [0.00, 0.04, -0.45], [-0.02, 0.25, 0.10], [0.00, -0.33, 0.11], [-0.01, 0.01, -0.11], [0.03, -0.07, -0.01], [-0.03, -0.01, 0.05], [-0.29, -0.11, 0.63], [0.01, 0.09, -0.07], [-0.02, -0.02, 0.08], [-0.06, 0.06, 0.05], [-0.16, 0.11, 0.22], [-0.02, 0.03, 0.02], [-0.02, -0.10, -0.02], [0.06, 0.11, -0.09], [-0.04, 0.01, 0.00], [0.18, 0.15, 0.00], [-0.03, -0.04, 0.00], [-0.04, -0.10, -0.04], [-0.05, 0.04, -0.07], [-0.04, -0.25, 0.04], [0.08, -0.04, 0.03], [0.00, -0.03, -0.02], [0.01, 0.00, 0.00], [0.04, 0.18, -0.16], [0.16, 0.00, -0.03], [0.01, 0.02, 0.05], [0.04, 0.05, -0.10], [-0.07, -0.04, -0.06], [0.06, 0.06, 0.58], [-0.15, 0.01, 0.00], [0.02, -0.01, -0.07], [0.49, -0.51, -0.50], [-0.41, -0.26, 0.25], [0.00, 0.08, -0.01], [-0.28, -0.17, 0.17], [0.01, -0.15, 0.11], [0.13, -0.19, 0.00], [0.08, 0.05, -0.01], [-0.20, 0.16, 0.03], [0.02, 0.07, 0.03], [0.00, 0.05, -0.05], [-0.28, -0.27, -0.03], [0.18, 0.02, 0.02], [0.04, -0.04, -0.06], [0.05, 0.02, 0.06], [0.00, -0.13, -0.02], [0.03, 0.08, 0.02], [0.23, 0.00, -0.10], [0.06, 0.03, -0.11], [0.05, -0.05, -0.04], [0.07, 0.22, 0.00], [-0.23, -0.15, 0.01], [-0.42, -0.36, -0.09], [-0.10, -0.03, -0.04], [-0.02, 0.01, 0.06], [0.03, 0.01, 0.03], [0.00, 0.01, 0.00], [-0.04, -0.03, -0.01], [0.01, -0.02, 0.04], [0.02, -0.03, 0.00], [-0.01, -0.01, -0.01], [0.02, 0.03, -0.02], [-0.01, -0.01, 0.00], [0.01, 0.01, 0.01], [0.21, 0.28, 0.03], [0.02, 0.03, 0.01], [-0.02, -0.07, 0.00], [0.03, 0.13, -0.08], [-0.01, -0.02, 0.04], [-0.02, 0.01, 0.00], [0.00, 0.03, 0.02], [-0.01, 0.01, 0.02], [0.01, -0.05, 0.00], [0.02, 0.06, 0.00], [0.01, 0.02, -0.02], [-0.02, 0.02, 0.02], [-0.01, 0.03, 0.00], [-0.03, -0.02, -0.06], [0.02, -0.02, 0.00], [0.02, 0.03, 0.02], [-0.02, -0.01, 0.00], [-0.07, 0.00, -0.05], [0.00, 0.00, 0.02], [-0.03, -0.06, -0.02], [0.02, -0.01, 0.06], [0.03, 0.05, 0.03], [-0.01, -0.01, -0.04], [0.03, 0.13, 0.02], [-0.02, 0.01, -0.01], [0.01, 0.00, -0.04], [0.00, -0.01, 0.01], [0.00, 0.04, 0.04], [0.00, 0.00, -0.01], [-0.01, 0.00, 0.01], [0.01, 0.01, -0.01], [-0.02, -0.01, -0.01], [-0.03, 0.02, 0.01], [0.01, 0.02, -0.05]],
  "largest_force_ev_per_a": 0.9,
  "homo_ev": -6.765,
  "total_charge": 0
}